DFT (wB97M-V/def2-TZVPD) results for a structure of composition C15H23CrF6N4O4S3 in a non-equilibrium geometry.

Geometry as XYZ:
```
56
Properties=species:S:1:pos:R:3:forces:R:3
Cr -11.79512 -10.32553 -2.50411 0.727 -0.507 0.546
C -9.33498 -12.96966 -2.34431 0.411 0.222 0.573
C -10.29051 -12.14364 -3.12030 -0.249 0.302 0.323
C -11.63379 -12.59393 -3.16919 0.541 0.093 -0.468
C -12.01965 -13.81039 -2.39456 -0.246 -0.014 0.390
C -12.49430 -12.01842 -4.11975 -0.703 -0.541 -0.480
C -13.76059 -12.78911 -4.40471 -0.815 1.067 -0.155
C -12.09047 -10.92798 -4.92800 0.254 -0.067 -0.032
C -13.00087 -10.45486 -6.02869 -0.205 0.966 -0.120
C -10.75993 -10.42380 -4.78917 -0.496 -0.025 -0.362
C -10.25688 -9.33955 -5.67854 0.673 0.967 0.267
C -9.87814 -11.00354 -3.85795 -0.625 -0.749 0.540
C -8.49877 -10.52682 -3.64617 0.899 0.644 0.478
H -9.55308 -13.05128 -1.26542 -0.015 0.199 -0.485
H -8.31680 -12.62534 -2.46609 0.094 -0.116 0.080
H -9.40889 -13.96768 -2.74273 0.125 -0.546 -0.156
H -11.59161 -14.72006 -2.83652 -0.140 0.201 -0.132
H -13.10889 -13.90437 -2.36974 0.367 -0.174 0.279
H -11.60136 -13.76007 -1.38081 -0.335 -0.082 -0.195
H -14.46055 -12.67182 -3.57971 -0.037 -0.247 0.264
H -13.51466 -13.83372 -4.53440 -0.051 -0.236 -0.052
H -14.35052 -12.43395 -5.26423 0.665 -0.172 0.210
H -12.89040 -11.04571 -6.94888 0.167 -0.105 0.317
H -12.76319 -9.41614 -6.31041 -0.230 -0.418 0.181
H -14.06282 -10.49230 -5.75146 0.426 0.082 0.043
H -10.43915 -8.36412 -5.20269 -0.038 -0.079 -0.121
H -10.71894 -9.30469 -6.64215 -0.511 -0.153 -0.434
H -9.17640 -9.35683 -5.88584 -0.382 -0.356 0.336
H -7.75567 -11.18949 -4.08478 -0.027 -0.007 -0.432
H -8.29113 -10.58361 -2.57664 0.006 0.153 -0.201
H -8.31127 -9.49982 -3.97864 -0.122 -0.354 0.004
N -8.89843 -9.73340 -0.61216 0.242 0.225 -0.689
N -9.62871 -9.54769 0.55073 0.648 0.549 -0.135
C -10.68257 -10.30011 0.85215 0.571 -0.108 0.160
N -10.97188 -10.31938 2.14357 0.655 0.515 0.224
S -11.46970 -11.32657 -0.30491 -0.266 0.444 0.362
H -7.91758 -9.90457 -0.39038 -0.250 -0.113 0.147
H -8.93213 -8.89744 -1.19439 -0.140 -0.024 0.220
H -9.19878 -8.95081 1.25707 -0.413 -0.185 -0.043
H -10.33520 -9.90656 2.83378 -0.382 -0.253 -0.527
H -11.79583 -10.70701 2.51968 -1.065 -0.546 0.111
F -13.38611 -5.85584 -0.56389 0.213 -0.232 0.138
C -12.33436 -6.63195 -0.64032 -0.674 -0.507 0.560
F -12.13883 -7.29755 0.51542 -0.135 0.302 -0.724
F -11.26713 -5.96194 -0.96944 0.770 0.651 0.176
S -12.51613 -7.80355 -2.06430 -0.453 -0.161 0.555
O -11.16414 -8.43459 -2.15128 0.311 -0.521 -0.387
O -12.97770 -7.03444 -3.14854 0.003 0.285 -0.454
N -13.33793 -9.13044 -1.71389 0.702 0.575 -0.102
S -14.98125 -9.07027 -1.83083 -0.730 -0.843 -1.621
O -15.50640 -7.78495 -1.52451 0.515 -0.218 -0.155
O -15.27937 -9.83974 -3.00720 -0.147 0.684 0.146
C -15.45615 -10.21161 -0.52327 0.482 -0.102 0.946
F -14.96900 -9.82150 0.65602 -0.364 0.211 0.032
F -16.76205 -10.25928 -0.53425 -0.244 -0.107 0.316
F -14.93614 -11.40678 -0.77230 0.025 -0.472 -0.262
```
Positions in Å, forces in eV/Å.

The value obtained for the HOMO-LUMO gap (alpha / beta) is 7.51 / 8.79 eV. The LUMO energy (alpha / beta) is -8.54 / -7.35 eV. As for the total energy: -3943.0195 Ha. For the HOMO energy (alpha / beta), the calculation gives -16.0483 / -16.1424 eV. The net charge is +2. As for the spin multiplicity: 4.

DFT (wB97M-V/def2-TZVPD) results for a cluster of 2 separate species, C15H23N2O in total in a non-equilibrium geometry.

Geometry as XYZ:
```
41
Properties=species:S:1:pos:R:3:forces:R:3
C 2.79999 2.95574 1.61262 0.253 0.575 -0.048
C 2.09532 1.85490 2.31593 -0.556 -0.561 0.129
C 0.78711 1.61607 2.17474 0.319 -1.461 0.286
N 0.10412 0.47920 2.66362 -0.395 0.076 0.554
C -1.32198 0.35310 2.29789 0.632 0.242 -0.025
C -2.02077 -0.79418 3.03471 0.278 -0.040 0.186
O -1.30190 -2.01238 2.90837 0.076 0.046 -0.486
C 0.01319 -1.90329 3.43385 -0.219 0.267 0.131
C 0.82304 -0.81298 2.72265 -0.096 0.602 -0.049
H 3.85801 3.00870 1.88306 -0.177 -0.016 -0.030
H 2.75034 2.82297 0.52971 0.112 0.069 -0.117
H 2.35633 3.92613 1.84245 0.050 0.096 -0.044
H 2.66977 1.20553 2.95291 0.241 -0.146 0.059
H 0.21521 2.29398 1.56712 -0.561 0.236 -0.116
H -1.81387 1.30997 2.50591 -0.012 -0.211 0.116
H -1.38005 0.19909 1.21682 -0.251 -0.252 -0.270
H -2.12159 -0.57509 4.10460 0.058 0.252 -0.012
H -3.03212 -0.97363 2.64450 0.381 0.111 -0.057
H -0.07490 -1.69550 4.50732 0.186 0.171 0.010
H 0.48183 -2.89206 3.33187 -0.067 0.386 -0.147
H 1.04317 -1.11774 1.69476 0.043 -0.257 -0.174
H 1.78695 -0.66024 3.22075 -0.299 -0.165 0.037
C 1.48315 0.47062 -3.60663 0.131 -0.728 -0.173
N 1.14939 1.86303 -3.31230 2.349 2.377 3.041
C 0.06703 2.46207 -4.05014 -1.290 1.094 -0.676
C 0.31512 3.13576 -5.24896 0.641 -0.522 0.691
C -0.71701 3.71813 -5.95158 -0.360 -0.029 0.006
C -2.01504 3.63771 -5.46545 0.038 -0.041 0.021
C -2.27534 2.98509 -4.26772 -0.036 0.112 -0.338
C -1.24249 2.40202 -3.56620 0.928 -0.386 0.365
C 1.84034 2.57630 -2.39603 -2.552 -2.191 -3.234
H 0.81945 0.08966 -4.38078 -0.006 0.217 0.089
H 2.50676 0.39545 -3.96533 0.063 0.076 0.043
H 1.36194 -0.14441 -2.71824 0.016 0.061 0.103
H 1.32982 3.19110 -5.59935 0.266 0.074 -0.241
H -0.51330 4.22575 -6.88234 0.035 0.042 -0.020
H -2.82500 4.08121 -6.02263 -0.074 0.064 -0.037
H -3.28441 2.92192 -3.88896 -0.026 0.014 0.050
H -1.41611 1.89797 -2.63269 -0.201 -0.148 0.266
H 1.56524 3.59345 -2.22034 -0.312 0.474 -0.053
H 2.65711 2.15561 -1.85389 0.395 -0.581 0.162
```
Positions in Å, forces in eV/Å.

The value obtained for the HOMO-LUMO gap is 4.74 eV. The LUMO energy is -5.23 eV. As for the total energy: -769.7861 Ha. For the HOMO energy, the calculation gives -9.9701 eV. The net charge is +1. As for the spin multiplicity: 1.

DFT (wB97M-V/def2-TZVPD) results for the molecule C15H23N3O3 in a non-equilibrium geometry.

Geometry as XYZ:
```
44
Properties=species:S:1:pos:R:3:forces:R:3
N 4.16874 0.06689 -1.03008 -0.972 2.026 -0.763
C 4.20141 1.59067 -0.84951 -1.108 -1.502 -2.317
C 3.02068 1.91016 0.08755 0.725 0.382 1.127
C 1.76369 1.07145 -0.22039 0.934 -2.252 0.775
C 0.66380 1.76758 0.42553 -0.552 2.136 3.895
C -0.80310 1.34764 0.37770 0.876 1.464 -3.911
N -1.12488 0.68750 -0.85406 0.200 0.620 -2.279
C -1.95133 -0.38199 -1.07741 0.344 0.373 -2.879
O -2.10581 -0.83867 -2.20576 0.531 0.800 -0.053
C -2.77707 -0.90971 -0.00590 -1.593 -0.954 0.072
N -3.88850 -1.77714 -0.63084 3.178 -0.723 3.478
C -1.90640 -1.61943 1.08948 -1.384 2.567 -1.025
C -0.47263 -1.76393 0.81652 4.256 -2.457 -0.195
C 0.10239 -2.25979 -0.40494 -1.721 1.138 -1.376
C 1.46854 -2.60308 -0.65712 -1.775 -0.702 -1.411
C 2.31988 -2.68298 0.39360 0.684 0.345 1.105
C 1.78989 -2.33103 1.62343 1.115 0.451 1.093
C 0.46393 -1.92775 1.85356 1.013 0.732 0.725
C -1.53652 2.62386 0.58571 -2.478 2.759 2.120
O -1.41640 3.31382 1.60468 0.036 -1.436 -2.190
O -2.48049 2.97124 -0.37101 0.111 2.160 1.509
H 4.73668 -0.22100 -0.28962 1.017 -1.231 1.171
H 4.62059 -0.16680 -1.89426 0.345 -0.192 -0.282
H 4.12561 2.04253 -1.89690 -0.443 -0.414 1.392
H 5.21917 1.78390 -0.58621 0.355 0.982 1.001
H 3.32333 1.71582 1.15581 -0.145 -0.110 -0.897
H 2.72737 2.99672 0.15811 0.505 -0.888 -0.598
H 1.77400 -0.00055 0.15948 0.575 1.333 -0.382
H 1.62775 0.95004 -1.26968 -0.113 0.122 -1.041
H 0.72525 2.82232 0.03610 -0.409 -0.686 0.625
H 0.87691 1.82481 1.61954 -0.256 0.241 -2.739
H -1.19707 0.65588 0.97886 -0.515 -2.125 3.868
H -0.83504 1.16966 -1.71965 -0.218 -0.785 0.614
H -3.20090 0.04768 0.29869 -0.439 -0.118 1.155
H -4.64672 -1.89464 0.00996 -0.294 0.031 0.609
H -4.22116 -1.33178 -1.40178 -0.936 1.476 -2.822
H -2.15588 -1.04200 1.98022 0.494 -0.710 0.521
H -2.22309 -2.60464 1.09347 -1.281 -1.893 0.610
H -0.67903 -2.22111 -1.22242 1.626 -0.572 0.464
H 1.86417 -2.94882 -1.64586 -0.983 0.613 0.729
H 3.39277 -2.94814 0.32266 -0.885 0.160 -0.153
H 2.57017 -2.26490 2.41991 -1.206 -0.211 -0.180
H 0.30710 -1.66834 2.90635 -0.596 0.036 -0.383
H -2.88087 3.90149 -0.05805 1.380 -2.984 -0.784
```
Positions in Å, forces in eV/Å.

The value obtained for the HOMO-LUMO gap is 9.42 eV. The LUMO energy is 0.50 eV. As for the total energy: -975.2727 Ha. For the HOMO energy, the calculation gives -8.9210 eV. As for the spin multiplicity: 1.

DFT (wB97M-V/def2-TZVPD) results for the molecule C15H23N3O4S2 in a non-equilibrium geometry.

Geometry as XYZ:
```
47
Properties=species:S:1:pos:R:3:forces:R:3
C -5.85404 -2.11052 1.35141 -0.098 0.192 -0.227
C -6.30826 -1.17199 0.22526 -0.039 -0.106 0.101
N -5.35303 -0.24523 -0.33148 0.028 0.031 0.002
C -4.92108 0.86855 0.48182 0.107 -0.038 0.100
C -3.65071 0.58724 1.29848 -0.396 0.480 0.213
N -2.58835 0.08680 0.44605 0.529 0.766 -0.375
S -1.70332 1.22873 -0.39012 0.457 -0.370 0.223
O -1.67701 2.42855 0.39253 -0.043 -0.058 0.264
O -2.06527 1.32291 -1.77723 0.067 -0.245 0.025
C -0.08403 0.45567 -0.29477 -0.427 0.167 -0.179
C 0.52871 -0.01529 -1.44122 -0.055 0.077 -0.091
C 1.77881 -0.60769 -1.34340 0.004 -0.041 -0.052
C 2.37394 -0.71458 -0.10120 0.536 -0.304 0.027
S 4.03941 -1.38182 0.00767 0.139 0.275 -0.365
O 4.25458 -2.28392 -1.08108 -0.159 0.231 -0.193
O 4.27610 -1.81254 1.34943 -0.158 0.307 0.159
N 5.01157 -0.05853 -0.27285 -0.167 -0.797 -0.069
C 4.91946 1.00706 0.67085 -0.131 0.271 0.504
C 5.47316 2.35520 0.34460 0.062 -0.104 -0.005
C 3.98566 2.16714 0.45935 -0.098 0.062 0.093
C 1.76003 -0.24944 1.04692 -0.153 0.044 0.128
C 0.51148 0.34263 0.94819 0.142 -0.004 0.076
C -2.98612 -1.05757 -0.35087 -0.167 -0.385 -0.440
C -4.27570 -0.76991 -1.13951 0.138 0.004 -0.048
H -6.68943 -2.74253 1.64451 -0.056 -0.105 0.080
H -5.53193 -1.54977 2.22500 0.049 0.004 0.124
H -5.04199 -2.75427 1.02326 0.092 -0.097 0.021
H -7.14957 -0.57400 0.58966 -0.043 -0.081 -0.060
H -6.67503 -1.78102 -0.60713 -0.087 0.036 0.057
H -5.73580 1.16652 1.14371 -0.005 0.070 -0.008
H -4.69417 1.70198 -0.19576 -0.050 0.077 0.119
H -3.28440 1.50711 1.75387 -0.154 -0.066 0.163
H -3.82645 -0.15972 2.07762 0.048 0.047 -0.053
H 0.02209 0.10072 -2.38675 0.006 -0.040 -0.132
H 2.29408 -1.00081 -2.20597 -0.027 -0.021 -0.158
H 5.00394 0.22490 -1.24013 -0.007 -0.099 -0.260
H 5.04078 0.61075 1.66973 0.058 0.258 0.099
H 5.89054 2.50430 -0.63926 0.007 -0.028 -0.140
H 5.98848 2.89738 1.12140 0.038 -0.016 0.086
H 3.47496 2.58418 1.31265 -0.008 0.035 0.119
H 3.40096 2.19320 -0.44845 -0.001 -0.077 -0.125
H 2.26511 -0.37156 1.99159 -0.027 0.040 0.163
H -0.00724 0.72874 1.81055 0.012 -0.005 0.198
H -2.16788 -1.27774 -1.03821 -0.048 -0.238 -0.033
H -3.11184 -1.90390 0.33088 0.065 0.048 -0.064
H -4.61386 -1.67667 -1.64341 0.017 -0.006 -0.046
H -4.03173 -0.01429 -1.89511 0.001 -0.189 -0.022
```
Positions in Å, forces in eV/Å.

The value obtained for the HOMO-LUMO gap is 8.16 eV. The LUMO energy is 0.02 eV. As for the total energy: -1846.9090 Ha. For the HOMO energy, the calculation gives -8.1444 eV. As for the spin multiplicity: 1.

Per-record relative energy (zero: lowest compared OMol25 entry of this formula, charge and spin), eV: 0.739 2.645 4.537 2.737